Record 1
79
Properties=species:S:1:pos:R:3 method="wB97M-V/def2-TZVPD" charge=-1 e_above_lowest_kj_mol=196.66 homo_lumo_gap_ev=6.51 spin_multiplicity=1 total_energy_ha=-2658.6188
Pt 0.1586 -0.5819 1.0129
C 3.9141 -1.8073 -0.0252
C 3.4826 -0.5016 -0.5945
N 2.2407 -0.0900 -0.6743
C 2.2849 1.1663 -1.2357
C 3.5857 1.5022 -1.5022
N 4.3315 0.4321 -1.0919
C 4.2780 2.6924 -2.0877
O 3.5133 3.6583 -2.4574
O 5.4984 2.6475 -2.1875
C 1.0389 1.9738 -1.4442
O 1.2133 3.1310 -1.9770
O -0.0359 1.5078 -1.0778
H 3.0769 -2.2041 0.5471
H 4.7707 -1.6911 0.6411
H 4.1839 -2.5201 -0.8075
H 5.3359 0.4172 -1.1660
H 2.4029 3.4050 -2.2337
C -2.5093 -2.3805 2.5322
N -2.5002 -2.1661 1.0858
P -2.7090 -0.5263 0.4779
C -4.3689 -0.7046 -0.3363
C -5.5023 -1.2468 0.2715
C -6.6851 -1.3960 -0.4349
C -6.7537 -1.0027 -1.7682
C -5.6339 -0.4679 -2.3842
C -4.4487 -0.3254 -1.6708
C -3.1556 0.6391 1.8283
C -4.0485 0.4534 2.8830
C -4.3192 1.4832 3.7717
C -3.7173 2.7239 3.6048
C -2.8370 2.9252 2.5519
C -2.5449 1.8867 1.6780
P -0.9375 -2.3927 0.2982
C -1.5804 -2.6103 -1.4255
C -0.9744 -1.8273 -2.4053
C -1.4033 -1.8974 -3.7241
C -2.4482 -2.7453 -4.0676
C -3.0644 -3.5188 -3.0910
C -2.6312 -3.4500 -1.7753
C -0.4914 -4.1363 0.6445
C 0.8417 -4.4919 0.4529
C 1.2598 -5.8035 0.6156
C 0.3448 -6.7794 0.9903
C -0.9839 -6.4349 1.1936
C -1.3999 -5.1217 1.0169
H -3.5392 -2.4602 2.8872
H -1.9913 -1.5840 3.0775
H -2.0024 -3.3158 2.7776
H -5.4601 -1.5731 1.3035
H -7.5556 -1.8216 0.0508
H -7.6771 -1.1202 -2.3224
H -5.6751 -0.1705 -3.4251
H -3.5633 0.0714 -2.1563
H -4.5377 -0.5014 3.0223
H -5.0049 1.3207 4.5948
H -3.9358 3.5297 4.2952
H -2.3683 3.8929 2.4165
H -1.8308 2.0197 0.8701
H -0.1938 -1.1317 -2.1097
H -0.9341 -1.2769 -4.4778
H -2.7939 -2.7952 -5.0934
H -3.8944 -4.1643 -3.3523
H -3.1322 -4.0313 -1.0100
H 1.5523 -3.7220 0.1727
H 2.2991 -6.0633 0.4568
H 0.6643 -7.8053 1.1265
H -1.6987 -7.1944 1.4868
H -2.4418 -4.8582 1.1649
C 1.0630 2.4829 1.9716
O 1.3813 1.4419 2.9086
C 0.9613 0.2269 2.6351
C 1.3058 -0.6355 3.8171
H 1.9442 3.1135 1.8763
H 0.2321 3.0592 2.3777
H 0.7633 2.0550 1.0187
H 0.8931 -0.2047 4.7349
H 2.3973 -0.6527 3.9249
H 0.9418 -1.6460 3.6731

=====

Record 2
65
Properties=species:S:1:pos:R:3 method="wB97M-V/def2-TZVPD" homo_lumo_gap_ev=6.87 spin_multiplicity=1 total_energy_ha=-6686.5888
C 13.2376 9.1717 16.7200
Cl 12.2288 8.3013 15.5172
Cl 13.4009 8.0792 18.0577
Cl 14.7473 9.7040 15.9068
Cl 12.3163 10.5889 17.1756
C 11.9480 6.0214 8.6408
Cl 12.1268 6.3075 6.8933
Cl 11.5137 7.4343 9.5608
Cl 10.7694 4.7202 8.8200
Cl 13.5510 5.4633 9.1674
C 9.9452 6.6613 12.4964
Cl 8.5205 5.8912 13.3094
Cl 9.4525 7.3001 10.8730
Cl 10.6883 8.0363 13.3844
Cl 11.1472 5.3358 12.3116
N 15.5075 8.2903 11.8407
C 15.9775 7.4891 12.7691
C 17.3802 7.7291 12.8239
C 17.7450 8.5690 11.7574
C 16.5695 8.9975 11.2182
H 14.5253 8.5050 11.7437
H 15.2858 7.0266 13.4576
H 17.9511 7.2060 13.5767
H 18.7212 8.9600 11.5112
H 16.2758 9.6784 10.4330
N 15.1985 7.2102 8.1706
C 15.6127 7.3594 6.8554
C 14.7663 8.2966 6.2861
C 13.8005 8.6842 7.1958
C 14.0389 7.9314 8.3603
H 15.6272 6.5755 8.8290
H 16.5542 6.9865 6.4801
H 14.7509 8.6447 5.2638
H 12.9159 9.2582 6.9624
H 13.4777 7.9062 9.2828
N 12.0402 11.3299 12.8298
C 12.9290 11.3882 13.8517
C 14.2557 11.2636 13.3680
C 14.1469 11.2729 11.9543
C 12.7986 11.3128 11.6772
H 11.0315 11.2811 12.8222
H 12.6428 11.4088 14.8929
H 15.1658 11.2702 13.9493
H 14.9645 11.2105 11.2514
H 12.3037 11.2525 10.7192
N 13.4888 9.3624 12.2690
C 13.1280 8.4976 13.2476
C 12.9541 7.2704 12.6389
C 13.2085 7.4428 11.2712
C 13.4799 8.7733 11.0742
H 13.7508 10.3287 12.4020
H 13.0378 8.8322 14.2705
H 12.6839 6.3437 13.1231
H 13.0785 6.6317 10.5701
H 13.6994 9.3758 10.2051
N 13.1466 11.7683 8.8866
C 11.7989 11.9608 8.5797
C 11.2378 10.7061 8.3427
C 12.2806 9.7795 8.5429
C 13.4373 10.4620 8.7352
H 13.8018 12.4981 9.1278
H 11.4330 12.9749 8.5154
H 10.2063 10.4710 8.1255
H 12.2668 8.6996 8.5273
H 14.4105 10.0187 8.8863

=====

Record 3
12
Properties=species:S:1:pos:R:3 method="wB97M-V/def2-TZVPD" e_above_lowest_kj_mol=283.89 homo_lumo_gap_ev=10.22 spin_multiplicity=1 total_energy_ha=-699.7422
C 0.2710 -0.0240 -2.1866
N -0.2309 -0.1519 2.1850
N -0.5645 0.8920 1.4485
O 1.0685 -1.2933 -0.0431
O -0.5914 0.5672 0.0497
S 0.9157 0.0927 -0.4280
H 1.0702 -0.5871 -2.7576
H -0.6039 -0.5741 -1.9782
H 0.0164 0.9667 -2.3788
H -0.7565 -1.0316 2.1657
H 0.8283 -0.2595 2.2328
H -1.4228 1.4030 1.6906

=====

Record 4
57
Properties=species:S:1:pos:R:3 method="wB97M-V/def2-TZVPD" charge=-1 e_above_lowest_kj_mol=0.00 homo_lumo_gap_ev=4.65 spin_multiplicity=1 total_energy_ha=-4224.8338
O -0.6256 -4.4926 0.6565
C -0.7135 -3.6922 1.4922
Co -0.6816 -2.5836 2.8915
C -0.9492 -0.8452 2.6713
O -1.0193 0.2982 2.4967
C -2.3956 -2.8957 3.4205
O -3.5230 -3.1267 3.2704
C 0.5487 -2.9832 4.1584
C 1.1077 -2.3554 3.0832
C 2.1499 -1.9123 2.3326
C 2.7009 -0.5859 2.4614
C 3.9147 -0.2190 1.8157
C 4.3753 1.1006 1.8464
C 3.6482 2.0889 2.5450
C 2.5027 1.7229 3.2664
C 2.0739 0.3954 3.2749
Co -0.9838 -2.3319 5.3375
C -2.3303 -3.1908 6.0886
O -3.1731 -3.8018 6.5956
C -1.2780 -0.5926 5.3452
O -1.4316 0.5466 5.4724
C -0.0928 -2.3293 6.8286
O 0.4792 -2.3299 7.8322
H 1.0042 -3.8900 4.5991
H 2.6883 -2.6084 1.6787
H 4.4746 -0.9938 1.2902
H 5.3040 1.3750 1.3506
H 4.0021 3.1166 2.5640
H 1.9628 2.4675 3.8517
H 1.2452 0.0756 3.9117
C -0.5462 3.7659 -4.8591
C -0.8264 2.3143 -5.2782
C -2.0456 2.2889 -6.2020
C 0.3881 1.7675 -6.0453
C -1.0156 1.4562 -4.0232
C -2.1445 0.6761 -3.7472
C -2.1517 -0.1577 -2.6246
N -1.1141 -0.2502 -1.7546
B -1.1764 -1.2786 -0.5289
H -0.0847 -1.2671 0.1063
C -0.0510 0.5609 -1.9862
C 0.0275 1.4003 -3.0879
H 0.3360 3.8334 -4.2129
H -0.3532 4.3883 -5.7407
H -1.4127 4.1846 -4.3321
H -2.2627 1.2745 -6.5542
H -2.9319 2.7073 -5.7127
H -1.8526 2.9015 -7.0889
H 0.1953 0.7382 -6.3735
H 0.5921 2.3756 -6.9337
H 1.2894 1.7805 -5.4219
H -3.0242 0.6941 -4.3851
H -3.0177 -0.7808 -2.4175
H -2.0988 -0.9226 0.1980
H -1.3934 -2.3950 -0.9655
H 0.7604 0.5108 -1.2552
H 0.9295 2.0060 -3.2024

=====

Record 5
61
Properties=species:S:1:pos:R:3 method="wB97M-V/def2-TZVPD" e_above_lowest_kj_mol=71.86 homo_lumo_gap_ev="7.67 / 7.49" spin_multiplicity=5 total_energy_ha=-1647.2713
Ir -0.5561 2.0774 -0.6557
C 2.4874 1.5909 -1.6048
N 1.7847 2.4869 -0.6813
C 2.0556 3.8957 -1.0101
C 2.1462 2.2008 0.7183
C 1.1269 2.7780 1.6639
C 1.4829 3.1425 2.9563
C 0.5138 3.5891 3.8460
C -0.8112 3.6830 3.4391
C -1.1652 3.3207 2.1455
C -0.2046 2.8611 1.2499
H 3.5728 1.6700 -1.4757
H 2.2317 1.8569 -2.6292
H 2.1851 0.5601 -1.4210
H 3.1312 4.0962 -0.9313
H 1.5173 4.5413 -0.3200
H 1.7109 4.1105 -2.0163
H 3.1518 2.5827 0.9308
H 2.1628 1.1156 0.8453
H 2.5194 3.0742 3.2711
H 0.7930 3.8641 4.8559
H -1.5680 4.0353 4.1293
H -2.2021 3.4058 1.8388
N -2.8004 2.3802 -1.4207
N -2.9726 3.7157 -1.8732
C -1.7626 4.4250 -2.0322
O -1.8139 5.6155 -2.2243
O -0.6812 3.6797 -1.9824
H -2.8042 1.7703 -2.2364
H -3.5621 2.0967 -0.8168
H -3.6558 4.2434 -1.3509
O -1.2925 -0.2135 -3.3373
C -0.9042 -0.6923 -2.2951
N -0.6686 -2.0141 -2.0360
C -0.3608 -2.2881 -0.6457
C -0.2852 -0.8356 -0.1172
O 0.0411 -0.5105 1.0045
N -0.6249 0.0258 -1.1285
C -1.4814 -3.0541 0.0760
C -1.5870 -3.0067 1.4640
C -2.5712 -3.7328 2.1184
C -3.4606 -4.5198 1.3988
C -3.3631 -4.5664 0.0163
C -2.3802 -3.8363 -0.6398
C 0.9743 -3.0218 -0.4759
C 1.4858 -3.7873 -1.5182
C 2.6686 -4.4984 -1.3616
C 3.3584 -4.4480 -0.1593
C 2.8574 -3.6781 0.8819
C 1.6722 -2.9723 0.7287
H -0.9154 -2.7069 -2.7177
H -0.9137 -2.3793 2.0337
H -2.6423 -3.6805 3.1978
H -4.2261 -5.0889 1.9109
H -4.0535 -5.1710 -0.5587
H -2.3379 -3.8816 -1.7204
H 0.9754 -3.8260 -2.4716
H 3.0503 -5.0906 -2.1842
H 4.2806 -5.0020 -0.0362
H 3.3905 -3.6255 1.8235
H 1.3004 -2.3627 1.5410

=====

Record 6
25
Properties=species:S:1:pos:R:3 method="wB97M-V/def2-TZVPD" smiles="C/C=C/[C@@H](Cl)[C@@H](C)n1[nH]c(=O)sc1=O" e_above_lowest_kj_mol=88.94 homo_lumo_gap_ev=9.31 spin_multiplicity=1 total_energy_ha=-1429.7323
C 1.6726 0.2485 3.6730
C 0.8252 0.6566 2.5556
C 1.3009 0.7457 1.3013
C 0.4819 0.9976 0.1325
Cl 1.4772 1.8114 -1.1321
C 0.0321 -0.6069 -0.7416
C -0.7114 -1.4403 0.2583
N -0.5579 -0.4004 -1.9807
N -1.9171 0.0439 -2.0157
C -2.4106 0.4132 -3.2378
O -3.5929 0.4834 -3.4536
S -0.9905 0.6752 -4.2407
C 0.0743 -0.2576 -3.1610
O 1.1993 -0.6073 -3.4141
H 2.5124 0.8122 3.6474
H 1.0949 0.4727 4.5697
H 1.8632 -0.7726 3.6604
H -0.2647 1.0212 2.6197
H 2.3924 0.7377 1.1345
H -0.4195 1.4782 0.4939
H 0.9984 -1.0552 -0.9102
H -1.2598 -0.9273 1.0457
H -1.2408 -2.1459 -0.3163
H 0.0647 -1.9957 0.9005
H -2.6243 -0.3882 -1.3890

=====

Record 7
13
Properties=species:S:1:pos:R:3 method="wB97M-V/def2-TZVPD" charge=+1 e_above_lowest_kj_mol=661.45 homo_lumo_gap_ev=10.24 spin_multiplicity=1 total_energy_ha=-265.6565
C -1.6407 -1.7753 0.6185
N -0.2548 -1.6814 0.3457
N 0.0956 -0.4414 0.1399
C -0.4085 0.8645 0.1342
C 0.8451 1.0668 -0.1434
C 2.0303 1.6125 -0.7886
H -2.2504 -0.9018 0.6259
H -1.7854 -2.2805 1.5880
H -2.0302 -2.4841 -0.1229
H -1.4189 1.1720 0.5356
H 1.5518 1.8435 -1.7569
H 2.6838 0.6895 -0.9299
H 2.5825 2.3157 -0.2462

=====

Record 8
43
Properties=species:S:1:pos:R:3 method="wB97M-V/def2-TZVPD" charge=+1 homo_lumo_gap_ev=8.40 spin_multiplicity=1 total_energy_ha=-1194.8544
C 4.1847 -0.4561 -1.8629
C 3.1284 0.5834 -1.9856
N 3.3578 1.8746 -2.4360
C 2.2223 2.5602 -2.4117
N 1.2633 1.7618 -1.9819
C 1.7964 0.5031 -1.7095
N 1.1062 -0.6233 -1.2506
H 4.2245 -1.0846 -2.7439
H 3.9515 -1.0578 -0.9950
H 5.1407 0.0329 -1.7247
H 4.2419 2.2438 -2.7397
H 2.0939 3.5816 -2.7053
H 0.2874 1.9910 -1.8681
H 0.9090 -1.1995 -2.0661
H 0.1965 -0.3549 -0.8862
C -3.7284 4.8463 2.1114
C -3.4155 3.5047 2.2922
C -2.8950 2.7669 1.2438
C -2.6932 3.3948 0.0259
C -3.0039 4.7290 -0.1762
C -3.5259 5.4556 0.8793
N -2.1284 2.6267 -1.0828
O -1.8676 1.4463 -0.8990
O -1.9180 3.1950 -2.1362
H -4.1330 5.4194 2.9345
H -3.5780 3.0337 3.2510
H -2.6538 1.7232 1.3769
H -2.8460 5.1962 -1.1367
H -3.7754 6.4979 0.7415
C -1.3625 -3.8773 0.8166
C -0.1647 -3.3223 0.3840
C 1.0415 -3.8345 0.8276
C 1.0303 -4.9030 1.7020
C -0.1483 -5.4688 2.1494
C -1.3527 -4.9478 1.7009
N 2.3157 -5.4560 2.1613
O 3.3293 -4.9166 1.7633
O 2.2818 -6.4092 2.9067
H -2.3041 -3.4774 0.4640
H -0.1674 -2.4910 -0.3047
H 1.9749 -3.4060 0.4951
H -0.1329 -6.3023 2.8354
H -2.2834 -5.3800 2.0402